This record from the OMol25 dataset describes C31H37ClCrN5OSSb2 as an isolated structure. The level of theory is the ωB97M-V functional and the def2-TZVPD basis.

Each line ends with the Mulliken spin population.
Element x y z (Å)
Cr  0.565  -0.049  0.163  1.160
C  2.056  3.572  0.879  -0.001
Sb  0.727  2.646  -0.500  -0.020
C  1.883  2.939  -2.272  0.001
C  -0.721  4.230  -0.772  -0.003
C  -1.194  4.840  0.519  -0.001
C  -0.385  5.805  1.126  0.000
C  -0.729  6.394  2.329  0.000
C  -1.915  6.025  2.949  0.000
C  -2.744  5.098  2.339  0.000
C  -2.414  4.497  1.120  0.001
C  -3.388  3.532  0.508  0.000
Sb  -2.886  1.487  1.003  0.000
C  -4.796  0.664  0.446  -0.001
C  -3.313  1.643  3.095  0.000
H  2.586  4.384  0.384  0.000
H  2.777  2.841  1.244  0.000
H  1.496  3.975  1.720  0.001
H  1.963  4.007  -2.470  0.000
H  1.422  2.455  -3.133  0.000
H  2.884  2.537  -2.128  0.000
H  -1.531  3.848  -1.390  0.001
H  -0.175  4.966  -1.364  -0.001
H  0.529  6.113  0.629  0.000
H  -0.089  7.148  2.768  0.000
H  -2.207  6.479  3.886  0.000
H  -3.692  4.848  2.802  0.000
H  -3.435  3.610  -0.578  0.000
H  -4.393  3.715  0.890  0.000
H  -5.594  1.296  0.834  0.000
H  -4.910  -0.335  0.867  0.000
H  -4.896  0.603  -0.639  0.000
H  -4.303  2.074  3.244  0.000
H  -2.569  2.274  3.581  0.000
H  -3.281  0.654  3.553  0.000
S  0.347  -0.787  4.491  0.002
C  0.125  0.901  4.288  -0.008
C  0.182  1.278  2.980  0.011
C  0.397  0.177  2.095  -0.078
C  0.504  -1.003  2.800  0.007
C  0.732  -2.246  2.084  0.013
C  0.887  -3.509  2.640  0.001
C  1.105  -4.587  1.800  0.004
C  1.171  -4.382  0.426  0.000
C  1.019  -3.097  -0.051  0.015
N  0.800  -2.053  0.752  -0.086
H  -0.032  1.527  5.154  0.000
H  0.062  2.309  2.671  0.002
H  0.847  -3.638  3.714  0.000
H  1.230  -5.580  2.210  0.000
H  1.345  -5.200  -0.258  0.000
H  1.072  -2.886  -1.113  0.007
Cl  5.865  -0.098  2.310  0.000
C  4.842  -0.167  0.938  -0.001
C  5.357  -0.351  -0.335  0.001
C  4.476  -0.392  -1.406  -0.002
C  3.127  -0.241  -1.165  0.002
N  2.635  -0.071  0.073  -0.030
C  3.475  -0.038  1.111  0.008
H  6.425  -0.456  -0.481  0.000
H  4.835  -0.530  -2.416  0.000
H  2.407  -0.245  -1.977  -0.004
H  3.044  0.098  2.094  -0.003
C  -2.105  -0.927  -3.315  0.000
N  -2.522  -1.592  -2.073  0.003
C  -3.603  -2.421  -2.040  -0.001
C  -4.001  -3.008  -0.895  0.003
C  -3.244  -2.715  0.274  -0.001
N  -2.176  -1.911  0.231  0.007
C  -1.828  -1.368  -0.917  0.010
O  -0.821  -0.573  -1.020  -0.014
N  -3.574  -3.217  1.461  0.000
H  -2.840  -1.140  -4.085  0.000
H  -1.132  -1.296  -3.632  0.000
H  -2.047  0.145  -3.155  0.000
H  -4.115  -2.570  -2.980  0.000
H  -4.863  -3.659  -0.875  0.000
H  -4.377  -3.810  1.581  0.000
H  -3.029  -2.964  2.269  0.000

Its multiplicity is 2. The total charge is +2. The total energy is -107086.569 eV. The LUMO energy (spin up / spin down) is -0.226 / -0.210 hartree. Its largest force on an atom is 0.37 eV/Å. For the frontier orbital gap (spin up / spin down), the calculation gives 6.34 / 6.75 eV.